A molecular structure, C13H28N4O7Pr. Source: the Open Molecules 2025 dataset; level of theory: wB97M-V/def2-TZVPD.

For the total energy, the calculation gives -48285.4146 eV. Its HOMO energy (spin up / spin down) is -9.897 / -10.348 eV. As for the spin multiplicity: 3. The charge is +1. The value obtained for the frontier orbital gap (spin up / spin down) is 5.679 / 6.131 eV.

Atoms and positions in Å:
O1 0.31631 -0.45153 -3.41952
H1 0.44361 -0.13457 -4.32945
Pr1 0.87144 -0.43616 -1.09296
N1 0.35334 1.67008 0.41009
N2 1.96024 1.72889 -1.53272
N3 -0.84010 -1.33296 0.54558
N4 -0.40204 -2.55449 -1.69172
O2 -0.62427 1.69445 1.29313
O3 -0.93625 -0.77153 1.78962
O4 -0.39832 -3.15833 -2.96266
O5 2.87594 0.80315 -1.71219
C1 2.20565 2.68375 -0.57669
C2 1.20449 2.74194 0.42645
C3 -1.37325 -2.56490 0.44696
C4 -1.10995 -3.24740 -0.79653
C5 1.13903 3.80773 1.46848
H2 1.63985 3.49016 2.39860
H3 0.09203 4.03833 1.70003
H4 1.63347 4.72535 1.12402
C6 3.42777 3.52294 -0.58161
H5 3.87254 3.52690 -1.58310
H6 4.18312 3.14428 0.12808
H7 3.19322 4.55593 -0.29253
C7 -2.16588 -3.22135 1.52943
C8 -1.65167 -4.60659 -1.07123
H8 -2.33332 -2.52140 2.35227
H9 -1.63470 -4.10361 1.91623
H10 -3.13457 -3.56689 1.14282
H11 -1.19664 -5.02329 -1.97370
H12 -2.74206 -4.56476 -1.21053
H13 -1.45947 -5.27589 -0.22139
H14 -0.84448 0.25245 1.60625
H15 -0.12353 -2.43762 -3.56723
C9 -0.79036 0.43898 -2.68594
H16 -0.33437 1.33935 -2.22590
H17 -1.36568 -0.19599 -1.97995
H18 -1.47342 0.76446 -3.47706
O6 -2.99870 2.56483 -0.04627
H19 -3.80125 2.23475 0.39070
H20 -2.25424 2.22581 0.50940
C10 3.23195 -1.60328 2.94919
C11 3.05435 -2.98983 2.30099
C12 2.57199 -2.74248 0.87137
O7 2.22835 -1.32291 0.78031
C13 2.59714 -0.59418 1.99427
H21 2.75508 -1.55227 3.92959
H22 4.29124 -1.36812 3.08047
H23 2.30080 -3.56845 2.84425
H24 3.98156 -3.56462 2.30381
H25 3.34835 -2.94270 0.11890
H26 1.66694 -3.30712 0.60700
H27 1.68016 -0.14958 2.39616
H28 3.26854 0.21508 1.68214